Entry 1:
DFT (ωB97M-V with the def2-TZVPD basis set) results for a 4-piece molecular cluster, C21H19BO10 overall.

ORCA input file:
```
! RIJCOSX wB97M-V def2-TZVPD def2/J DEFGRID3
* xyz 0 1
O 5.252 -1.589 -1.081
C 5.282 -0.336 -0.931
O 4.265 0.253 -0.144
C 3.631 1.371 -0.814
C 2.535 0.899 -1.906
B 1.201 0.242 -1.222
O 0.896 -1.151 -1.533
O 0.329 0.936 -0.309
H 6.162 0.214 -1.406
H 3.064 1.965 -0.001
H 4.352 2.117 -1.291
H 2.210 1.838 -2.488
H 3.027 0.130 -2.613
H 1.702 -1.696 -1.380
H 0.508 0.687 0.621
C -4.978 1.052 -2.712
C -4.797 -0.255 -2.902
C -3.583 -0.941 -2.411
O -3.418 -2.133 -2.586
C -2.578 -0.122 -1.700
C -2.759 1.186 -1.510
C -3.972 1.871 -2.001
O -4.139 3.066 -1.826
H -5.860 1.571 -3.065
H -5.524 -0.869 -3.420
H -1.695 -0.641 -1.347
H -2.032 1.799 -0.992
C 7.341 -2.959 1.223
C 7.620 -4.116 1.825
C 8.223 -4.153 3.174
O 8.479 -5.208 3.723
C 8.503 -2.858 3.831
C 8.224 -1.701 3.230
C 7.621 -1.665 1.881
O 7.365 -0.609 1.332
H 6.900 -2.913 0.235
H 7.420 -5.073 1.359
H 8.944 -2.904 4.819
H 8.424 -0.745 3.697
C -6.659 2.529 0.504
C -7.732 3.312 0.623
C -9.000 2.795 1.181
O -9.981 3.507 1.288
C -9.032 1.378 1.603
C -7.959 0.595 1.484
C -6.691 1.112 0.926
O -5.710 0.400 0.819
H -5.723 2.890 0.097
H -7.726 4.351 0.320
H -9.968 1.016 2.010
H -7.965 -0.444 1.787
*
```

Output
* HOMO level: -0.3698 Ha
* SMILES: O=C1C=CC(=O)C=C1.O=C1C=CC(=O)C=C1.O=C1C=CC(=O)C=C1.O=COCCB(O)O
* ΔE to the lowest compared entry with this formula, charge and spin: 0.000 eV
* HOMO-LUMO gap: 0.3122 Ha

=====

Entry 2:
DFT (ωB97M-V with the def2-TZVPD basis set) results for one molecule with the formula C21H19ClN4O2S.

ORCA input file:
```
! RIJCOSX wB97M-V def2-TZVPD def2/J DEFGRID3
* xyz 0 1
C -8.833 -2.272 -0.421
C -7.637 -1.402 -0.203
C -7.739 -0.018 -0.139
C -6.639 0.794 0.063
C -5.379 0.222 0.208
C -5.248 -1.164 0.147
C -6.365 -1.950 -0.055
Cl -6.161 -3.669 -0.125
H -4.276 -1.621 0.258
N -4.212 0.961 0.414
C -4.068 2.305 0.483
O -4.957 3.121 0.387
C -2.615 2.744 0.717
H -2.612 3.835 0.693
H -2.303 2.424 1.714
C -1.635 2.215 -0.340
C -0.970 0.917 0.094
O -1.580 -0.079 0.423
N 0.373 1.017 0.090
C 0.964 2.235 -0.260
N 2.192 2.505 -0.298
N 3.204 1.797 0.131
C 3.995 1.113 -0.602
C 5.158 0.513 -0.027
C 6.003 -0.254 -0.740
C 7.200 -0.911 -0.260
C 7.655 -0.802 1.058
C 8.804 -1.451 1.462
C 9.527 -2.223 0.566
C 9.091 -2.341 -0.744
C 7.942 -1.693 -1.151
H 7.607 -1.788 -2.174
H 9.650 -2.940 -1.448
H 10.426 -2.728 0.887
H 9.142 -1.356 2.484
H 7.107 -0.204 1.770
H 5.783 -0.414 -1.789
H 5.313 0.712 1.023
H 3.807 0.954 -1.668
S -0.276 3.405 -0.674
H 0.951 0.244 0.394
H -2.162 2.055 -1.287
H -3.369 0.393 0.507
H -6.749 1.864 0.109
H -8.712 0.437 -0.249
H -8.709 -2.867 -1.325
H -8.955 -2.963 0.413
H -9.734 -1.671 -0.515
*
```

Output
* HOMO level: -0.3072 Ha
* SMILES: Cc1ccc(NC(=O)C[C@H]2S/C(=N/N=C/C=C/c3ccccc3)NC2=O)cc1Cl
* ΔE to the lowest compared entry with this formula, charge and spin: 0.657 eV
* HOMO-LUMO gap: 0.2991 Ha

=====

Entry 3:
DFT (ωB97M-V with the def2-TZVPD basis set) results for C21H19F5N2SSe2V as an isolated structure.

ORCA input file:
```
! RIJCOSX wB97M-V def2-TZVPD def2/J DEFGRID3
* xyz 0 4
V 0.082 -0.021 0.413
C -4.827 1.661 -0.472
Se -3.364 0.370 -0.576
C -2.467 1.166 -2.134
C -1.837 2.504 -1.811
Se -0.428 2.329 -0.435
C 1.093 2.794 -1.559
H -5.277 1.783 -1.454
H -4.471 2.615 -0.091
H -5.564 1.250 0.213
H -3.212 1.252 -2.926
H -1.707 0.451 -2.438
H -2.584 3.196 -1.428
H -1.364 2.952 -2.685
H 1.018 3.833 -1.872
H 1.121 2.125 -2.415
H 1.982 2.642 -0.954
F -3.053 -5.289 0.788
C -2.093 -4.449 1.245
F -1.137 -5.226 1.791
F -2.647 -3.738 2.237
C -1.570 -3.594 0.129
C -1.779 -3.994 -1.180
C -1.296 -3.208 -2.217
C -0.706 -2.003 -1.903
N -0.530 -1.576 -0.650
C -0.862 -2.403 0.381
S -0.266 -1.852 1.888
H -2.312 -4.911 -1.388
H -1.412 -3.518 -3.245
H -0.349 -1.350 -2.691
F 4.368 -0.751 -2.851
C 3.871 -0.376 -1.655
C 2.510 -0.446 -1.435
C 1.970 -0.041 -0.213
C 2.865 0.415 0.787
C 4.228 0.458 0.520
F 5.095 0.914 1.453
C 4.758 0.077 -0.695
C 2.214 0.884 2.014
C 2.824 1.134 3.240
C 2.065 1.600 4.298
C 0.707 1.829 4.114
C 0.161 1.534 2.884
N 0.877 1.048 1.862
H 1.883 -0.829 -2.233
H 5.821 0.133 -0.882
H 3.880 0.952 3.366
H 2.530 1.783 5.258
H 0.087 2.211 4.913
H -0.898 1.678 2.695
*
```

Output
* HOMO level (spin up / spin down): -0.2427 / -0.2947 Ha
* ΔE to the lowest compared entry with this formula, charge and spin: 1.567 eV
* ⟨S²⟩: 3.773
* HOMO-LUMO gap (spin up / spin down): 0.2488 / 0.2970 Ha

=====

Entry 4:
DFT (ωB97M-V with the def2-TZVPD basis set) results for C21H19IrN3O2 as an isolated structure.

ORCA input file:
```
! RIJCOSX wB97M-V def2-TZVPD def2/J DEFGRID3
* xyz 3 5
Ir -1.251 0.388 0.077
C -1.200 -3.338 -1.057
C -1.870 -2.204 -0.379
C -2.790 -1.379 -1.062
C -3.557 -0.389 -0.392
C -4.675 0.295 -1.087
C -3.309 -0.178 0.993
C -2.491 -1.070 1.740
C -2.544 -1.125 3.222
C -1.684 -1.978 1.013
H -0.218 -3.050 -1.467
H -1.808 -3.709 -1.898
H -1.017 -4.162 -0.352
H -3.017 -1.596 -2.112
H -4.354 1.236 -1.566
H -5.482 0.558 -0.386
H -5.082 -0.343 -1.892
H -3.955 0.534 1.537
H -1.936 -0.344 3.703
H -2.186 -2.102 3.586
H -3.576 -0.966 3.578
H -1.024 -2.655 1.569
O 5.572 2.078 1.702
N 5.468 1.858 0.520
O 6.312 1.890 -0.336
C 4.093 1.492 0.032
C 3.974 1.268 -1.308
C 2.721 0.926 -1.881
C 2.545 0.694 -3.260
C 1.287 0.377 -3.727
C 0.226 0.275 -2.821
N 0.364 0.486 -1.514
C 1.588 0.822 -1.035
C 1.724 1.092 0.363
N 0.598 1.045 1.113
C 0.649 1.320 2.411
C 1.845 1.612 3.060
C 3.010 1.636 2.326
C 2.985 1.416 0.934
H 4.850 1.354 -1.949
H 3.396 0.764 -3.939
H 1.097 0.196 -4.785
H -0.771 0.011 -3.171
H -0.293 1.319 2.949
H 1.832 1.815 4.129
H 3.953 1.833 2.820
*
```

Output
* HOMO level (spin up / spin down): -0.6901 / -0.6916 Ha
* ⟨S²⟩: 6.029
* HOMO-LUMO gap (spin up / spin down): 0.3033 / 0.1571 Ha

=====

Entry 5:
DFT (ωB97M-V with the def2-TZVPD basis set) results for C21H19IrN9O7 as an isolated structure.

ORCA input file:
```
! RIJCOSX wB97M-V def2-TZVPD def2/J DEFGRID3
* xyz 1 1
Ir -0.198 0.115 -1.013
N -0.916 4.149 -0.675
C -0.505 3.073 -0.008
N -0.325 2.105 -0.901
C -0.637 2.683 -2.106
N -1.012 3.928 -1.999
C -0.419 1.855 -3.288
C -0.530 2.280 -4.600
N -0.232 1.483 -5.616
C 0.176 0.262 -5.319
C 0.297 -0.203 -4.013
N -0.010 0.592 -2.987
H -1.156 5.055 -0.301
H -0.360 3.009 1.055
H -0.856 3.288 -4.821
H 0.426 -0.392 -6.144
H 0.596 -1.212 -3.796
C 2.220 -0.425 2.960
N 2.453 0.935 2.556
C 2.384 1.919 3.603
C 1.936 1.332 1.278
C 2.521 0.514 0.146
C 3.907 0.349 0.127
C 4.537 -0.488 -0.771
C 3.779 -1.219 -1.671
C 2.401 -1.057 -1.700
C 1.779 -0.167 -0.822
H 2.859 -0.658 3.812
H 2.481 -1.110 2.153
H 1.175 -0.622 3.254
H 3.015 1.609 4.436
H 1.369 2.079 4.002
H 2.761 2.876 3.237
H 2.201 2.387 1.134
H 0.839 1.268 1.249
H 4.481 0.871 0.882
H 5.613 -0.597 -0.749
H 4.251 -1.913 -2.354
H 1.824 -1.651 -2.386
O -5.710 -4.439 0.704
N -5.286 -3.825 1.658
O -5.727 -3.860 2.784
C -4.130 -2.949 1.421
C -3.533 -2.947 0.187
C -2.432 -2.117 0.000
C -1.950 -1.187 0.969
O -1.043 -0.305 0.776
C -2.612 -1.291 2.229
C -3.659 -2.149 2.454
N -2.212 -0.436 3.373
O -2.572 -0.800 4.467
O -1.552 0.557 3.144
N -1.788 -2.220 -1.276
O -2.376 -2.580 -2.253
O -0.540 -1.976 -1.309
H -3.887 -3.593 -0.603
H -4.117 -2.191 3.433
*
```

Output
* HOMO level: -0.3903 Ha
* ΔE to the lowest compared entry with this formula, charge and spin: 0.701 eV
* HOMO-LUMO gap: 0.2047 Ha

=====

Entry 6:
DFT (ωB97M-V with the def2-TZVPD basis set) results for C21H19LiN7O2S as an isolated structure.

ORCA input file:
```
! RIJCOSX wB97M-V def2-TZVPD def2/J DEFGRID3
* xyz -1 1
Li -0.274 0.395 -0.442
O -0.201 3.450 2.190
C -0.143 2.347 1.604
N -0.856 1.959 0.538
C -2.028 2.755 0.286
C -3.245 1.882 0.094
C -3.358 0.806 1.039
C -4.533 0.094 1.083
C -5.583 0.511 0.278
C -5.366 1.576 -0.573
N -4.256 2.285 -0.612
C 0.870 1.304 2.066
C 1.696 1.741 3.140
C 2.846 0.967 3.432
C 3.116 -0.189 2.680
C 2.072 -0.680 1.872
N 0.961 0.081 1.578
H -2.283 3.292 1.149
H -1.885 3.524 -0.518
H -2.475 0.598 1.612
H -4.685 -0.722 1.756
H -6.602 0.159 0.432
H -6.206 1.927 -1.177
H 1.383 2.708 3.573
H 3.553 1.311 4.214
H 4.060 -0.710 2.812
H 2.181 -1.612 1.362
O 0.898 0.237 -1.924
N 2.170 0.513 -1.662
C 2.470 1.770 -1.473
C 3.745 2.230 -1.258
C 4.776 1.380 -1.451
C 4.445 0.073 -1.636
C 3.131 -0.417 -1.527
S 2.836 -2.089 -1.463
H 1.634 2.509 -1.424
H 3.792 3.225 -0.827
H 5.830 1.662 -1.387
H 5.174 -0.737 -1.677
N 0.690 -4.405 -2.767
C -0.320 -3.884 -1.952
C -0.384 -2.490 -1.834
N -1.251 -1.909 -1.066
C -2.231 -2.730 -0.539
C -2.119 -4.102 -0.644
N -1.205 -4.705 -1.407
H 1.519 -3.702 -2.735
H 0.982 -5.325 -2.552
H 0.354 -1.871 -2.370
H -2.936 -2.267 0.188
H -2.755 -4.724 -0.079
*
```

Output
* HOMO level: -0.1703 Ha
* ΔE to the lowest compared entry with this formula, charge and spin: 1.052 eV
* HOMO-LUMO gap: 0.2725 Ha